Molecular formula: C28H36N3
Method: DFT, ωB97M-V/def2-TZVPD

molar mass: 414.6 Da
electronic energy: -1252.534349 Ha
HOMO energy: -10.09 eV
ΔE to the lowest compared entry with this formula, charge and spin: 51.4 kcal/mol
total charge: +1
Kohn-Sham gap: 0.19250 hartree

Last column: natural (NBO) charge in e.
CARTESIAN COORDINATES (ANGSTROEM)
C1 -2.820803 1.475008 -5.788125  -0.404
N1 -2.182612 0.637276 -4.804117  -0.441
C2 -1.668051 1.370877 -3.678733  -0.213
C3 -0.892339 0.469042 -2.729185  -0.229
N2 -1.703354 -0.680812 -2.361346  -0.439
C4 -1.309592 -1.405072 -1.240185  0.297
C5 -0.087244 -1.250958 -0.612224  -0.351
C6 0.598289 -2.406915 0.023359  -0.419
C7 -0.349776 -3.422729 0.688572  -0.395
C8 -1.654326 -3.667501 -0.075718  -0.398
C9 -2.302755 -2.413988 -0.673212  -0.444
C10 -2.199254 -1.435480 -3.518342  -0.217
C11 -2.953910 -0.532826 -4.476365  -0.220
H1 -3.001009 0.895766 -6.700327  0.208
H2 -3.790570 1.884247 -5.452457  0.167
H3 -2.163392 2.316430 -6.028742  0.205
H4 -0.997853 2.142787 -4.083816  0.210
H5 -2.469321 1.896473 -3.115082  0.154
H6 0.038395 0.150865 -3.237673  0.193
H7 -0.639081 1.057592 -1.837277  0.214
H8 0.556147 -0.402463 -0.855779  0.210
H9 1.193101 -2.943608 -0.742822  0.214
H10 1.323337 -2.038068 0.761059  0.204
H11 0.182629 -4.378658 0.781826  0.223
H12 -0.571688 -3.085472 1.711368  0.182
H13 -1.471274 -4.393724 -0.882363  0.207
H14 -2.365210 -4.147835 0.607373  0.218
H15 -2.879712 -1.907104 0.124034  0.215
H16 -3.037749 -2.717996 -1.428485  0.222
H17 -1.348469 -1.872606 -4.074590  0.190
H18 -2.864441 -2.244948 -3.199984  0.215
H19 -3.945207 -0.275216 -4.047372  0.163
H20 -3.130029 -1.068006 -5.419838  0.214
C12 0.453040 -0.714641 4.753648  -0.679
C13 1.446533 -0.347187 3.733713  0.341
N3 2.768246 -0.257222 4.026557  -0.303
C14 3.360463 -0.584238 5.311637  -0.415
C15 3.483749 0.222331 2.926516  0.118
C16 2.557821 0.475955 1.887403  0.000
C17 3.000219 1.079708 0.712971  -0.217
C18 4.363536 1.404022 0.602423  -0.196
C19 5.264397 1.134940 1.649644  -0.195
C20 4.832793 0.526269 2.836397  -0.221
C21 1.246808 0.091919 2.392014  -0.243
C22 0.023140 0.216899 1.704196  0.124
C23 -0.435169 1.459401 1.166144  -0.190
C24 0.245875 2.700315 1.331070  -0.084
C25 -0.220017 3.848591 0.700530  -0.243
C26 -1.369069 3.806260 -0.099051  -0.135
C27 -2.102986 2.615647 -0.201576  -0.224
C28 -1.669088 1.478265 0.460036  -0.124
H21 -0.542386 -0.432800 4.394465  0.245
H22 0.449239 -1.797324 4.945399  0.255
H23 0.638735 -0.204547 5.710315  0.249
H24 4.443734 -0.486523 5.214559  0.232
H25 3.008586 0.094895 6.101071  0.224
H26 3.117027 -1.614947 5.600228  0.225
H27 2.284308 1.294490 -0.080151  0.224
H28 4.727072 1.877379 -0.309952  0.229
H29 6.313043 1.409669 1.538517  0.233
H30 5.499110 0.297360 3.666560  0.225
H31 -0.720366 -0.571104 1.831529  0.232
H32 1.116895 2.746886 1.985940  0.222
H33 0.323542 4.790515 0.825914  0.236
H34 -1.710131 4.699346 -0.621632  0.234
H35 -3.021707 2.572821 -0.794164  0.237
H36 -2.269872 0.562271 0.463701  0.228

Force components x, y, z for each atom (eV/Å):
C -0.0928 0.1155 -0.2041
N 0.4487 -0.1293 -0.2658
C -0.1413 0.2721 0.0887
C 0.1931 0.1393 -0.4397
N -0.3085 0.3249 0.9942
C 0.9126 -0.3306 0.2010
C -0.7635 0.5760 -0.9223
C 0.1508 -0.7991 0.6460
C 0.2599 0.1644 0.0928
C 0.1157 -0.3217 -0.1651
C 0.0726 -0.0814 -0.0957
C 0.0168 -0.0574 -0.2611
C -0.3485 0.0923 0.0254
H 0.0382 0.1346 0.1108
H 0.0801 -0.0323 0.0468
H -0.1087 -0.1279 -0.0460
H -0.0861 -0.1249 0.2596
H 0.0618 -0.1361 -0.0637
H -0.1438 -0.0066 0.2200
H -0.0150 -0.3360 -0.2877
H -0.1029 -0.4233 -0.4537
H -0.1968 0.3462 0.2043
H -0.0124 -0.2595 -0.0487
H -0.1602 0.2022 0.1546
H -0.0576 -0.0087 -0.1317
H 0.0166 0.2356 0.1381
H 0.0563 0.0268 -0.2150
H 0.2117 0.0587 -0.3521
H 0.1618 0.1207 0.3440
H -0.1070 0.0424 0.2896
H 0.2832 0.2352 -0.1042
H 0.1540 -0.0020 -0.0066
H -0.0662 -0.0392 0.2972
C -0.6268 -0.2241 0.2288
C 1.0510 -0.2245 -0.9011
N -0.8431 -0.1493 -0.1156
C 0.0552 -0.0539 0.2925
C -0.4002 0.2431 -0.4343
C 0.4439 0.5962 0.6955
C 0.6483 -0.1153 -0.0911
C -0.5174 -0.2059 0.1268
C -0.2232 -0.2092 0.2327
C 0.0794 0.1508 -0.4407
C 0.2813 -0.2299 -0.1905
C -0.3324 0.3971 1.4728
C -0.4865 0.7972 -1.0116
C -0.1449 -0.4194 -0.1017
C 0.0840 0.0187 0.0352
C 0.0654 -0.3695 0.0725
C -0.1689 0.0495 0.1846
C 0.1724 -0.0960 0.2498
H 0.1684 -0.1045 0.2218
H 0.0735 0.2118 -0.0165
H -0.0635 -0.1227 -0.3063
H -0.2779 -0.0772 0.1669
H 0.1111 -0.1268 -0.2692
H 0.0883 0.2659 -0.1231
H 0.3229 0.0394 0.0732
H -0.0906 -0.1180 0.2830
H -0.2885 -0.1033 0.0198
H 0.0434 0.2040 -0.3721
H -0.0450 0.2797 0.1754
H -0.1634 -0.0058 -0.3147
H -0.2492 -0.3840 -0.0198
H 0.1069 -0.2042 0.1524
H 0.3267 0.0999 0.2951
H 0.2770 0.3192 -0.3205



Molecular formula: C31H57FeN4O2P2
Method: DFT, ωB97M-V/def2-TZVPD

multiplicity: 5
molar mass: 635.6 Da
electronic energy: -3531.126476 Ha
HOMO energy (spin up / spin down): -9.23 / -10.09 eV
ΔE to the lowest compared entry with this formula, charge and spin: 5.6 kcal/mol
total charge: +1
Kohn-Sham gap (spin up / spin down): 0.26311 / 0.23503 hartree

Last column: Mulliken spin population.
CARTESIAN COORDINATES (ANGSTROEM)
C1 2.558260 -1.374581 -1.223190  -0.016
C2 1.498552 0.506261 -2.193925  -0.042
C3 3.454291 -1.444346 -2.289642  0.015
C4 2.301146 0.406586 -3.330165  0.016
C5 3.303682 -0.561702 -3.359956  -0.007
H1 4.222669 -2.213277 -2.266279  0.001
H2 2.126026 1.101835 -4.150175  0.001
H3 3.961530 -0.623387 -4.224028  0.000
N1 1.658499 -0.377679 -1.164564  0.077
P1 0.832686 -2.361633 0.727641  0.035
P2 0.234546 2.148919 -0.256759  -0.051
C6 2.498503 -2.401620 -0.101918  0.055
H4 2.713426 -3.410403 -0.490899  0.000
H5 3.259449 -2.178377 0.665540  -0.004
C7 0.418534 1.493572 -1.988327  0.114
H6 0.310298 2.243855 -2.781422  -0.004
C8 -1.402412 3.124627 -0.152248  0.043
C9 1.673580 3.345784 -0.113781  0.045
C10 -0.239520 -3.484010 -0.363667  -0.017
C11 1.055594 -3.216451 2.398664  0.023
C12 -2.454594 2.233727 0.529319  0.008
H7 -2.185827 2.024195 1.572073  0.000
H8 -3.422219 2.758431 0.518392  -0.001
H9 -2.586360 1.272851 0.022134  0.002
C13 -1.282001 4.408964 0.681145  0.005
H10 -0.955111 4.204308 1.707886  -0.001
H11 -0.620810 5.152218 0.223416  0.001
H12 -2.281629 4.867688 0.740209  0.001
C14 -1.888684 3.489344 -1.558229  0.012
H13 -2.809876 4.086276 -1.463820  0.000
H14 -1.166394 4.097943 -2.117233  -0.002
H15 -2.131899 2.591369 -2.140319  0.002
C15 1.740971 3.826693 1.353740  0.026
H16 1.424273 3.047587 2.060621  -0.011
H17 2.785868 4.065343 1.595298  0.000
H18 1.145869 4.730044 1.523810  0.000
C16 2.989293 2.618300 -0.440462  0.009
H19 3.157531 1.759606 0.219961  0.002
H20 3.032407 2.290671 -1.485524  -0.002
H21 3.810325 3.331949 -0.275922  0.001
C17 1.499913 4.517220 -1.108035  0.006
H22 0.859446 4.282461 -1.968502  -0.003
H23 1.118508 5.420465 -0.616958  0.000
H24 2.487664 4.773485 -1.518463  0.000
C18 -0.334870 -3.513691 2.981322  0.030
H25 -0.203228 -3.927711 3.992537  0.000
H26 -0.919102 -2.586188 3.069765  -0.007
H27 -0.902415 -4.247620 2.398226  0.001
C19 1.770265 -2.259308 3.362256  0.008
H28 2.770101 -1.979308 3.010043  0.000
H29 1.180635 -1.355235 3.541433  -0.007
H30 1.889421 -2.775181 4.327702  0.000
C20 1.903177 -4.500806 2.303355  0.000
H31 2.767540 -4.385883 1.637400  0.000
H32 2.289260 -4.724930 3.308091  0.001
H33 1.321941 -5.372151 1.987755  0.001
C21 0.053645 -3.202549 -1.842335  0.017
H34 1.067995 -3.501640 -2.136969  0.000
H35 -0.660172 -3.769168 -2.458886  0.002
H36 -0.077593 -2.138770 -2.075121  -0.001
C22 -1.708619 -3.129710 -0.060044  0.006
H37 -1.987166 -2.182560 -0.540239  0.000
H38 -2.358687 -3.924094 -0.455468  0.001
H39 -1.910801 -3.019659 1.012912  -0.009
C23 0.012678 -4.981150 -0.128270  0.007
H40 1.071315 -5.245355 -0.257546  0.001
H41 -0.341658 -5.329860 0.847823  0.001
H42 -0.555304 -5.538076 -0.889978  0.000
Fe1 0.363081 -0.130861 0.300803  3.761
C24 1.335668 0.400267 1.668489  -0.243
O1 2.212736 0.712884 2.402791  0.000
N2 -1.189116 -0.263243 -0.985486  0.147
C25 -1.131645 0.339345 -2.053535  -0.049
C26 -1.914921 0.279272 -3.372309  -0.005
C27 -1.473451 1.315069 -4.402234  -0.002
C28 -1.641271 -1.094484 -3.971501  -0.002
C29 -3.399522 0.443946 -3.006691  0.009
H43 -1.632422 2.344120 -4.068719  -0.001
H44 -0.419877 1.180045 -4.672501  0.000
H45 -2.073766 1.167148 -5.310810  0.000
H46 -1.945268 -1.884713 -3.274117  -0.003
H47 -2.208613 -1.217639 -4.901088  0.000
H48 -0.572970 -1.210847 -4.200768  0.001
H49 -3.897842 1.140938 -3.688468  0.000
H50 -3.894115 -0.532162 -3.066897  -0.001
H51 -3.534130 0.813008 -1.980346  -0.002
C30 -0.157282 1.299272 5.066210  0.000
N3 -1.538789 0.893602 5.005170  0.001
C31 -2.042598 0.150299 3.980875  0.004
N4 -3.389500 -0.089026 4.081246  0.001
O2 -1.359406 -0.298596 3.040982  -0.008
H52 0.106449 1.970212 4.234411  -0.001
H53 0.517301 0.432897 5.025545  0.000
H54 0.006577 1.830241 6.008638  0.000
H55 -2.184009 1.202915 5.720828  0.000
H56 -3.837200 -0.546733 3.303019  0.000
H57 -3.948449 0.368284 4.785260  0.000

Force components x, y, z for each atom (eV/Å):
C 0.1185 0.2641 -0.2892
C -0.1261 0.0074 0.7230
C -0.2865 -0.2727 0.3030
C 0.0595 -0.2204 -0.0113
C -0.2410 0.2917 0.0449
H -0.1454 0.1473 -0.1981
H 0.2052 -0.2055 0.1454
H -0.0843 -0.0262 0.1928
N 1.0031 0.1471 -1.3519
P 0.1826 -2.3868 0.1695
P 0.1428 1.4737 -1.0830
C 0.2111 0.0000 0.1131
H 0.0048 0.3777 0.1040
H -0.1793 -0.0354 -0.2198
C -1.5767 -0.3475 -0.9594
H 0.4610 -0.1636 0.2808
C -0.0030 -0.1080 -0.2182
C -0.4296 0.0739 0.0253
C 0.0128 -0.0756 0.1931
C 0.1132 -0.1389 -0.1834
C -0.1336 -0.1224 0.0250
H -0.0145 0.0300 -0.1471
H 0.2406 -0.0645 0.0399
H 0.0307 0.2212 0.1364
C -0.0194 0.1024 0.0679
H -0.0694 0.0647 -0.2302
H -0.1913 -0.2283 0.1829
H 0.2258 -0.1945 -0.0183
C -0.2528 0.0631 -0.1332
H 0.1977 -0.1734 -0.0400
H -0.1822 -0.1675 0.1242
H 0.0657 0.3930 0.2350
C 0.3040 0.1952 0.0743
H 0.0507 0.2744 -0.1377
H -0.2324 0.0247 0.0188
H 0.1612 -0.3080 -0.0070
C 0.0102 -0.0638 0.0188
H 0.0234 0.1201 -0.1873
H 0.0375 0.0883 0.2740
H -0.1826 -0.1991 -0.0483
C 0.4815 0.2798 -0.0928
H 0.2124 0.0425 0.2798
H 0.0546 -0.2552 -0.2067
H -0.2466 0.0479 0.0730
C -0.0866 0.0237 0.2071
H -0.0043 0.0900 -0.2166
H 0.1064 -0.2706 -0.0189
H 0.1843 0.2157 0.1944
C -0.0402 0.1098 0.0829
H -0.1357 -0.0010 0.0706
H 0.0865 -0.1597 -0.0463
H -0.0066 0.1362 -0.2699
C 0.0001 -0.1527 0.1942
H -0.1420 -0.0770 0.1766
H -0.0442 0.0332 -0.2303
H 0.2317 0.2775 0.0372
C 0.0312 0.3343 -0.0763
H -0.2052 -0.0349 0.0525
H 0.1861 0.0993 0.1708
H 0.0637 -0.3730 0.0397
C -0.3080 -0.0064 -0.1176
H 0.1113 -0.3782 0.1975
H 0.1440 0.1067 0.1138
H 0.0240 -0.1110 -0.2964
C -0.0959 -0.1439 -0.1537
H -0.2547 0.0184 0.0826
H 0.1554 0.0910 -0.3132
H 0.1363 0.1491 0.1664
Fe -4.0016 -1.4805 -1.5039
C 5.9139 2.3668 5.9931
O -3.3953 -1.0223 -2.7347
N -0.5921 0.4890 -0.8660
C 1.9428 0.7044 0.9752
C 0.3611 0.2917 0.4460
C -0.0541 0.1363 -0.1939
C -0.0360 -0.4824 -0.0132
C -0.3871 -0.1305 0.1147
H 0.0691 -0.1324 -0.0834
H -0.1650 0.0550 0.0218
H 0.1727 0.0556 0.1959
H 0.0785 0.1625 -0.2040
H 0.0755 0.0494 0.1222
H -0.2136 -0.0464 0.0282
H 0.0229 -0.1741 0.0643
H -0.0706 0.2542 0.0343
H 0.0011 -0.0916 -0.3522
C 0.4526 0.0829 -0.0828
N -0.3911 -0.1238 -0.0962
C 0.1228 -0.3053 -0.4998
N 0.2248 -0.0353 -0.1408
O -0.4232 0.6050 0.9031
H -0.0783 -0.1520 0.2123
H -0.1985 0.2139 0.0431
H 0.0041 -0.1259 -0.2159
H 0.3702 -0.0514 -0.2044
H 0.0376 0.1059 0.1864
H 0.0050 -0.1680 -0.2787